Density functional theory data (ωB97M-V/def2-TZVPD) for a structure of composition C39H78NO11Rb.

The geometry in XYZ format:
```
130
Properties=species:S:1:pos:R:3:lowdin_charge:R:1
H 2.51 3.62 0.78 0.066
H -0.94 -3.04 -6.77 0.074
H 0.28 4.28 3.02 0.043
C 1.06 -2.19 -6.76 -0.469
C 1.00 -0.31 -2.28 -0.482
H 1.74 5.10 0.37 0.082
Rb 2.25 -4.68 1.20 0.103
H -0.61 2.90 3.81 0.050
H -1.74 -5.61 3.96 0.084
C 5.07 1.97 0.01 -0.007
H -3.28 -0.67 1.31 0.071
H 2.97 0.27 1.15 0.057
H -3.87 4.02 -2.56 0.072
H -3.03 -4.03 0.64 0.072
H -2.75 -5.57 0.10 0.074
H -1.91 1.86 4.45 0.061
H 0.12 -3.59 -8.05 0.084
H -0.92 -1.69 0.14 0.060
C -2.41 -5.49 3.10 -0.017
H -1.90 -7.05 -5.92 0.066
H -0.60 -0.66 -3.66 0.060
C 7.08 0.17 3.59 -0.509
C -5.29 -0.26 1.89 -0.484
C -0.29 1.32 -0.68 -0.188
H 6.76 0.90 5.67 0.089
H 5.50 -0.32 2.20 0.069
C 1.10 -0.59 0.29 -0.461
O -3.37 4.35 3.61 0.048
H -2.05 3.90 -2.54 0.072
H 3.40 2.69 -3.01 0.079
H -4.25 7.62 -1.88 0.078
C 1.08 5.03 3.01 -0.011
C -2.27 -1.14 4.43 -0.018
C -2.67 2.84 1.83 -0.009
H 0.39 -0.78 -8.20 0.073
H 1.03 -1.74 5.55 0.088
H -0.49 2.38 -0.50 0.079
H -3.01 -4.39 -3.25 0.090
C 0.57 1.17 -1.96 -0.120
H 8.33 0.65 5.11 0.076
C 0.01 -1.70 0.69 -0.030
C 2.57 4.70 0.94 -0.030
O 5.25 1.00 -2.09 0.081
O -5.61 -0.65 3.00 0.053
H -4.83 6.27 -1.07 0.081
H 1.28 5.37 4.03 0.092
O -1.99 6.56 -2.56 0.046
C 4.74 1.89 -1.45 -0.505
H 4.60 3.81 -2.40 0.089
H -1.84 3.26 1.26 0.072
H 1.15 1.61 0.83 0.097
H 0.29 -0.40 4.79 0.081
H 5.80 1.21 0.30 0.080
O 2.20 -2.49 -6.42 0.056
C -1.55 -5.54 -4.27 -0.436
H 0.40 -2.70 0.51 -0.001
H 4.11 1.71 0.45 0.053
H -2.53 1.76 1.84 0.065
C -2.14 -5.00 -2.99 -0.027
C -6.09 0.85 1.27 -0.031
C 5.98 -0.73 3.09 -0.013
H -0.24 0.68 1.31 0.094
O -0.51 -4.44 2.14 -0.086
H -3.31 -4.92 3.31 0.082
H -5.06 6.33 -2.84 0.084
O -0.41 -5.29 -4.58 0.057
H 1.57 -0.08 -7.13 0.081
C -2.64 3.44 3.24 -0.450
O -1.47 -2.27 6.47 0.015
O 3.44 4.71 3.16 0.037
H -1.52 -4.42 -0.18 0.069
H -3.20 -5.91 -5.91 0.064
C -3.01 5.93 -2.29 -0.444
H -6.58 1.50 2.00 0.084
H 2.85 0.34 -3.19 0.064
H 3.22 3.41 -1.45 0.048
H -1.85 -0.19 4.07 0.050
C 0.09 -3.32 -7.00 -0.031
C -2.93 4.36 -2.11 -0.013
C -1.22 -1.74 5.34 -0.436
H -5.64 1.53 0.54 0.071
H 5.42 2.98 0.24 0.088
C 3.96 2.97 -2.12 -0.029
H -1.61 3.61 5.07 0.088
C -4.28 -1.02 1.08 -0.022
C -0.25 -1.13 -2.74 -0.032
H -2.33 -5.89 -2.39 0.080
H 6.33 -1.74 2.88 0.089
O 2.31 -2.10 -1.19 -0.334
C 0.18 -1.48 4.91 -0.031
H -0.16 -1.77 1.77 0.044
H -0.16 -0.46 -6.59 0.073
H -2.79 -6.49 2.91 0.075
H 5.26 -0.98 3.87 0.077
C -1.60 2.89 4.25 -0.006
H 7.44 -0.83 5.40 0.085
H 1.83 -0.50 2.30 0.076
H -3.65 3.05 1.39 0.073
H 1.50 1.69 -1.77 0.090
H -1.24 0.79 -0.79 0.094
H 0.37 -1.91 3.93 0.065
H 0.14 1.55 -2.88 0.107
H -6.94 0.37 0.79 0.090
H 2.28 -1.25 -3.76 0.080
C 2.22 -0.51 1.28 -0.069
H -1.36 -4.33 -2.62 0.072
H 0.32 -4.19 -6.39 0.058
H 3.48 5.20 0.59 0.096
N 1.71 -0.82 -1.07 -0.191
H -2.49 -1.89 3.67 0.082
H 0.64 5.81 2.40 0.087
H -4.37 -0.98 -0.01 0.083
H 1.59 0.14 -4.39 0.063
H -4.33 -2.10 1.22 0.071
H -2.76 4.10 -1.07 0.058
C 2.43 4.73 2.43 -0.464
C -2.22 -4.75 0.58 -0.020
C 7.34 0.20 5.06 -0.033
C -1.61 -4.91 1.94 -0.473
H -3.15 -0.86 5.00 0.090
H -0.16 -2.18 -3.00 0.064
O 7.75 0.84 2.84 0.067
C -4.37 6.54 -2.02 -0.035
C -2.50 -6.42 -5.25 -0.012
H -3.07 -7.06 -4.57 0.057
C 0.71 -0.76 -7.16 -0.029
H -1.09 -1.08 -2.04 0.047
C 0.49 0.80 0.51 -0.167
C 1.98 -0.25 -3.45 -0.041
H 2.84 -1.38 1.12 0.061
```

## Properties
- total charge = -1
- E_LUMO (alpha / beta) (eV) = 1.604 / 1.598
- frontier orbital gap (alpha / beta) (eV) = 2.184 / 4.224
- F_max (eV Å⁻¹) = 4.5
- HOMO level (alpha / beta) (eV) = -0.58 / -2.63
- total energy (eV) = -66370.2225
- 2S+1 = 2



Density functional theory data (ωB97M-V/def2-TZVPD) for a structure of composition C39H80FeO35P4S.

The geometry in XYZ format:
```
160
Properties=species:S:1:pos:R:3:lowdin_charge:R:1
H -7.43 1.91 -2.06 0.083
C -3.51 -4.96 -3.90 -0.039
H -0.85 -1.34 4.57 0.114
H 1.34 -0.29 5.56 0.118
O 3.50 0.58 7.27 0.058
H 2.50 2.21 6.63 0.132
Fe 0.12 -0.17 -0.80 0.688
C -0.16 5.16 -1.08 -0.025
C 2.38 1.21 -5.01 -0.304
C 4.19 -0.18 6.35 -0.535
H 3.71 2.60 0.96 0.101
H -0.77 2.76 2.18 0.094
H -1.34 -5.31 -3.90 0.113
C -6.47 1.74 -1.57 -0.049
O 0.35 -4.17 3.87 0.076
H -6.03 -1.55 1.59 0.073
H 1.85 0.31 -4.67 0.112
H 3.86 3.62 -3.40 0.100
H 0.70 5.59 -0.57 0.075
H -5.95 -0.14 -2.64 0.123
O -6.40 2.07 3.58 0.124
O -5.58 -0.03 3.87 0.068
O 0.75 -3.51 -3.86 -0.168
O -1.71 -3.40 -3.23 -0.197
H 0.52 -2.68 2.57 0.098
P -3.25 -0.32 -1.91 0.507
C 3.85 1.08 -4.82 -0.071
H -3.73 -2.53 0.61 0.113
H -2.77 -4.65 -0.97 0.049
H 2.06 1.25 -6.05 0.129
H -2.68 0.53 4.39 0.111
O -4.30 1.70 4.30 0.090
H -3.69 0.50 5.87 0.142
C 2.22 0.33 5.38 -0.123
H 3.47 -2.29 3.22 0.070
O -0.65 -5.51 5.43 0.095
C -3.68 2.48 0.76 -0.149
O -3.79 4.76 1.04 0.106
C 3.74 -3.07 2.51 -0.057
H 4.74 3.91 -0.49 0.064
C 4.97 3.93 -1.56 -0.033
H -2.50 -0.99 -5.27 0.117
S -0.51 0.02 1.74 0.264
H 2.04 0.97 4.52 0.101
H -1.73 -2.29 3.30 0.115
H -2.83 1.84 -4.13 0.076
H 6.15 -0.13 -3.51 0.071
H 4.41 1.95 -5.16 0.089
O 1.91 2.32 -4.33 -0.152
O 0.40 0.31 2.86 -0.318
O 2.14 -0.26 -0.42 -0.240
H 5.60 -2.40 -1.42 0.121
H 6.15 2.32 1.21 0.081
H 0.58 3.13 -0.49 0.095
C -4.18 -1.60 0.25 -0.234
H 2.73 -3.21 -5.39 0.083
H -3.83 -5.78 -4.55 0.075
H -6.02 2.65 -1.16 0.076
H 7.31 -1.41 -3.07 0.081
C 0.50 5.41 2.67 -0.474
C 5.62 -1.38 -1.79 -0.244
H 3.04 -2.29 -3.88 0.060
H -1.37 -0.19 -4.13 0.101
O -3.69 5.28 -1.16 0.118
H 5.30 4.94 -1.82 0.084
C -0.74 -4.31 -0.26 -0.198
O 0.81 1.04 -2.32 -0.241
C -5.50 1.30 3.88 -0.557
O -3.47 3.16 -0.39 0.042
C -1.97 -5.21 -0.48 -0.065
H 4.06 -3.60 -4.22 0.073
C 0.38 -2.77 3.65 -0.126
H 1.24 -2.33 4.15 0.120
H 6.18 -0.75 -1.09 0.113
H 3.38 -4.08 2.72 0.094
H 1.98 3.08 3.22 0.127
C 3.64 3.79 -2.34 -0.252
H -5.97 -0.66 0.03 0.054
H 4.22 0.21 -5.36 0.084
H 2.08 -5.13 -3.94 0.125
O -4.03 -1.51 -1.17 -0.170
C -0.46 -4.40 4.88 -0.551
H 4.80 -3.07 2.75 0.087
H 3.55 -3.40 0.36 0.120
O 4.07 -1.50 0.81 -0.170
O -1.91 0.01 -1.41 -0.217
H -2.16 1.47 -5.74 0.077
C -3.69 0.54 4.78 -0.128
H 1.49 0.87 7.28 0.128
H 6.01 -1.91 -3.91 0.067
C -4.37 -0.63 4.12 -0.143
O 0.58 6.65 2.70 0.118
H -0.99 3.20 -1.21 0.114
C 2.38 1.13 6.70 -0.140
C 3.34 -2.67 1.14 -0.266
H -6.22 -2.45 0.16 0.080
H -0.35 5.64 -2.04 0.090
C 4.08 1.61 1.22 -0.288
H 4.08 0.91 -3.77 0.056
H 3.01 4.67 -2.31 0.122
H -6.65 1.21 -0.63 0.057
H -4.68 3.41 2.37 0.109
H -1.86 -6.18 -0.98 0.087
O -0.02 -1.71 -2.19 -0.244
H 3.32 1.12 1.83 0.119
H -4.14 -4.16 -4.29 0.070
C -0.14 3.24 2.93 -0.125
O -1.92 -0.20 2.13 -0.349
C -2.83 1.13 -4.95 -0.054
H -5.45 1.46 -3.40 0.111
O 3.45 -0.34 5.26 0.073
H 1.43 2.58 1.56 0.097
H -1.06 5.29 -0.48 0.066
H -4.61 1.93 0.63 0.117
C -5.59 0.88 -2.49 -0.214
H -3.85 -1.06 3.26 0.101
H 5.88 0.87 2.06 0.080
O 4.41 0.93 0.05 -0.183
H -2.35 -5.36 0.53 0.080
C -2.02 -4.48 -4.10 -0.234
O -0.39 1.07 0.74 -0.382
O -0.14 -1.14 0.92 -0.392
P 1.58 2.25 -2.74 0.561
H 5.31 2.28 2.86 0.084
O -4.28 0.92 -1.90 -0.206
P 3.62 -0.42 -0.34 0.569
C 6.25 -1.15 -3.16 -0.058
C -1.00 -2.32 4.10 -0.102
H -0.05 -4.97 0.28 0.121
H -2.90 1.77 1.04 0.102
H -4.58 -1.47 4.79 0.143
O 0.03 -4.27 -1.50 -0.203
O 1.40 4.60 2.00 0.027
O 0.70 3.54 -2.50 -0.171
C 0.01 3.64 -1.27 -0.235
C 3.02 -3.28 -4.34 -0.066
C -3.74 3.59 1.84 -0.069
O 2.94 2.62 -1.91 -0.189
P -0.25 -3.12 -2.64 0.565
C -5.70 -1.58 0.55 -0.032
C -3.66 4.48 -0.24 -0.575
O -0.39 4.60 3.31 0.066
H -0.18 2.59 3.81 0.121
H -0.99 -3.38 0.25 0.107
H -1.86 -4.03 -5.08 0.121
H 2.26 -2.52 1.06 0.103
O -3.32 -0.77 -3.45 -0.182
O 4.24 -0.93 -1.76 -0.192
C 1.99 -4.11 -3.56 -0.273
H -3.70 -0.78 0.78 0.085
O -1.21 -3.31 5.13 0.056
O 5.28 -0.64 6.57 0.152
C 5.43 1.84 1.87 -0.050
H -3.82 -5.12 -2.87 0.061
H -3.86 1.10 -5.32 0.072
H 2.27 -4.02 -2.51 0.111
H 5.65 3.14 -1.84 0.079
H -2.94 3.50 2.57 0.117
C 1.29 3.27 2.40 -0.162
C -2.41 -0.28 -4.45 -0.244
```

## Properties
- total charge = 0
- ΔE to the lowest compared entry with this formula, charge and spin (kcal/mol) = 0.00
- E_LUMO (alpha / beta) (eV) = 0.063 / 0.063
- frontier orbital gap (alpha / beta) (eV) = 8.648 / 7.871
- F_max (eV Å⁻¹) = 4.7
- HOMO level (alpha / beta) (eV) = -8.58 / -7.81
- total energy (eV) = -195793.4503
- 2S+1 = 5